Density functional theory data (ωB97M-V/def2-TZVPD) for a 2-piece molecular cluster, C7H12 overall.

Last column: natural (NBO) charge in e.
Element x y z (Å)
1 C 1.19 1.11 -2.10  -0.858
2 C 1.61 -1.27 0.54  -0.405
3 C 0.50 -0.97 1.22  -0.163
4 C -0.10 0.40 1.37  -0.464
5 C -1.52 0.48 0.81  -0.230
6 C -1.94 -0.29 -0.41  -0.178
7 C -2.40 -0.74 0.72  -0.191
8 H 2.26 1.18 -1.92  0.212
9 H 0.66 1.81 -1.45  0.213
10 H 0.98 1.36 -3.15  0.214
11 H 1.96 -2.30 0.46  0.199
12 H 2.21 -0.51 0.05  0.191
13 H -0.06 -1.77 1.69  0.193
14 H 0.54 1.15 0.87  0.207
15 H -0.12 0.68 2.43  0.213
16 H -2.00 1.44 1.01  0.179
17 H -1.87 -0.37 -1.48  0.226
18 H 0.85 0.09 -1.88  0.219
19 H -2.96 -1.48 1.27  0.224

largest force on an atom: 0.3 eV/A
E_LUMO: 1.2 eV
calculated total energy: -7450.21149 eV
ΔE to the lowest compared entry with this formula, charge and spin: 74.3 kcal/mol
SMILES: C=CCC1C=C1.C

Density functional theory data (ωB97M-V/def2-TZVPD) for a 2-piece molecular cluster, FH5S2Si2 overall at a distorted geometry.

Last column: natural (NBO) charge in e.
Element x y z (Å)
1 F -1.20 0.25 -1.13  -0.658
2 Si -2.54 0.16 -0.17  1.250
3 Si 2.76 0.48 -0.73  0.703
4 S 2.00 -1.42 -0.29  -0.511
5 S 4.78 0.39 0.22  -0.505
6 H -3.09 1.60 0.16  -0.199
7 H -3.65 -0.64 -0.65  -0.198
8 H -1.70 -0.34 1.02  -0.195
9 H 2.95 -2.36 -0.32  0.162
10 H 5.03 1.65 -0.27  0.151

largest force on an atom: 2.9 eV/A
E_LUMO: -0.4 eV
calculated total energy: -40225.19871 eV
ΔE to the lowest compared entry with this formula, charge and spin: 43.4 kcal/mol

Density functional theory data (ωB97M-V/def2-TZVPD) for an isolated ion of composition C4H6NO and charge +1 at a distorted geometry.

Last column: natural (NBO) charge in e.
Element x y z (Å)
1 C -0.46 -0.92 0.50  0.155
2 C 0.69 0.00 0.82  -0.534
3 C 0.57 1.17 -0.17  -0.121
4 C -1.24 -0.84 -0.68  -0.147
5 N -0.63 -0.20 -1.65  0.193
6 O 0.29 0.64 -1.49  -0.155
7 H -0.57 -1.80 1.12  0.251
8 H 1.63 -0.56 0.78  0.288
9 H 0.59 0.37 1.85  0.310
10 H -0.26 1.81 0.12  0.228
11 H 1.48 1.76 -0.28  0.256
12 H -2.09 -1.45 -0.92  0.275

net charge: +1
largest force on an atom: 3.3 eV/A
E_LUMO: -7.2 eV
calculated total energy: -7771.77758 eV
ΔE to the lowest compared entry with this formula, charge and spin: 71.9 kcal/mol

Density functional theory data (ωB97M-V/def2-TZVPD) for a 10-piece molecular cluster, C38H94N2O18 overall at a distorted geometry.

Last column: Löwdin charge in e.
Element x y z (Å)
1 C 3.78 -9.42 -0.16  -0.108
2 O 3.33 -8.17 -0.68  -0.189
3 C 2.36 -8.09 -1.72  -0.182
4 C 1.68 -6.73 -1.95  -0.211
5 O 0.99 -6.71 -3.17  -0.186
6 C 0.46 -5.47 -3.53  -0.118
7 H 4.64 -9.82 -0.69  0.078
8 H 3.05 -10.21 0.02  0.084
9 H 4.25 -9.26 0.81  0.079
10 H 1.55 -8.76 -1.47  0.119
11 H 2.83 -8.49 -2.62  0.125
12 H 2.32 -5.85 -1.91  0.121
13 H 0.96 -6.57 -1.14  0.124
14 H 0.24 -5.60 -4.59  0.093
15 H 1.13 -4.61 -3.40  0.084
16 H -0.41 -5.19 -2.94  0.087
17 C -8.26 -1.11 3.70  -0.080
18 O -8.51 -1.86 2.49  -0.189
19 C -9.06 -1.08 1.45  -0.231
20 C -9.37 -1.92 0.19  -0.185
21 O -8.23 -2.60 -0.33  -0.172
22 C -7.13 -1.81 -0.72  -0.114
23 H -7.83 -1.77 4.46  0.087
24 H -9.14 -0.55 4.02  0.082
25 H -7.50 -0.38 3.44  0.079
26 H -8.33 -0.34 1.12  0.108
27 H -9.96 -0.59 1.80  0.122
28 H -9.84 -1.22 -0.50  0.115
29 H -10.21 -2.61 0.35  0.123
30 H -6.56 -1.40 0.11  0.081
31 H -7.45 -0.89 -1.22  0.083
32 H -6.52 -2.39 -1.42  0.092
33 C 8.68 -5.68 -0.71  -0.103
34 O 9.14 -4.42 -0.22  -0.210
35 C 8.16 -3.38 -0.13  -0.196
36 C 8.67 -2.17 0.61  -0.242
37 O 9.57 -1.38 -0.06  -0.167
38 C 10.88 -1.92 -0.02  -0.100
39 H 8.07 -6.13 0.07  0.086
40 H 9.57 -6.27 -0.90  0.084
41 H 8.18 -5.69 -1.68  0.083
42 H 7.30 -3.70 0.45  0.122
43 H 7.84 -3.15 -1.15  0.129
44 H 9.08 -2.54 1.55  0.129
45 H 7.83 -1.48 0.76  0.132
46 H 11.57 -1.21 -0.48  0.087
47 H 10.92 -2.85 -0.59  0.078
48 H 11.23 -2.15 0.99  0.088
49 C -5.28 -1.42 -10.42  -0.123
50 O -5.72 -2.57 -11.09  -0.198
51 C -5.24 -2.70 -12.45  -0.177
52 C -5.42 -4.13 -13.00  -0.196
53 O -4.89 -4.98 -11.99  -0.199
54 C -5.10 -6.39 -12.19  -0.082
55 H -4.20 -1.33 -10.35  0.084
56 H -5.55 -1.41 -9.36  0.085
57 H -5.80 -0.60 -10.93  0.087
58 H -4.19 -2.48 -12.32  0.114
59 H -5.65 -1.96 -13.14  0.119
60 H -4.75 -4.17 -13.86  0.122
61 H -6.46 -4.35 -13.22  0.123
62 H -6.10 -6.48 -12.60  0.077
63 H -4.92 -7.14 -11.42  0.087
64 H -4.45 -6.66 -13.03  0.077
65 C -4.61 4.67 1.99  -0.144
66 O -4.42 5.59 3.01  -0.151
67 C -4.66 6.95 2.64  -0.209
68 C -6.05 7.49 2.62  -0.186
69 O -6.95 6.82 1.71  -0.193
70 C -6.82 7.31 0.39  -0.125
71 H -3.81 4.69 1.25  0.087
72 H -5.56 4.76 1.47  0.082
73 H -4.60 3.64 2.36  0.088
74 H -4.20 7.15 1.67  0.119
75 H -4.11 7.56 3.35  0.129
76 H -6.04 8.57 2.48  0.124
77 H -6.48 7.27 3.60  0.129
78 H -5.91 6.89 -0.03  0.078
79 H -6.85 8.40 0.35  0.087
80 H -7.59 6.97 -0.30  0.086
81 C -1.11 -0.29 8.45  -0.044
82 O 0.01 -0.64 9.40  -0.183
83 C -0.40 -0.43 10.74  -0.258
84 C 0.75 -0.57 11.68  -0.201
85 O 1.84 0.33 11.37  -0.174
86 C 2.71 0.44 12.45  -0.139
87 H -0.88 -0.62 7.44  0.082
88 H -1.24 0.79 8.46  0.079
89 H -2.05 -0.71 8.82  0.077
90 H -1.18 -1.12 11.05  0.127
91 H -0.75 0.60 10.85  0.124
92 H 0.97 -1.64 11.64  0.130
93 H 0.38 -0.26 12.66  0.123
94 H 2.21 0.99 13.25  0.083
95 H 3.60 1.03 12.26  0.087
96 H 2.98 -0.54 12.83  0.088
97 C 1.41 -1.40 0.41  -0.132
98 O 0.77 -1.10 -0.80  -0.174
99 C 0.17 0.19 -0.70  -0.207
100 C -0.24 0.66 -2.08  -0.214
101 O -1.35 -0.13 -2.53  -0.181
102 C -1.60 0.03 -3.93  -0.104
103 H 1.64 -2.46 0.46  0.088
104 H 0.82 -1.26 1.32  0.081
105 H 2.24 -0.70 0.51  0.086
106 H 0.88 0.95 -0.36  0.124
107 H -0.76 0.11 -0.13  0.131
108 H 0.65 0.54 -2.71  0.127
109 H -0.46 1.72 -2.02  0.122
110 H -0.90 -0.46 -4.61  0.086
111 H -1.61 1.09 -4.16  0.081
112 H -2.61 -0.36 -4.04  0.086
113 C 2.22 5.58 2.85  -0.098
114 O 3.26 5.18 1.93  -0.191
115 C 3.13 5.76 0.63  -0.187
116 C 4.20 5.17 -0.31  -0.193
117 O 4.05 3.74 -0.45  -0.177
118 C 5.00 3.22 -1.33  -0.129
119 H 2.50 5.68 3.90  0.085
120 H 1.31 4.98 2.78  0.080
121 H 1.84 6.53 2.47  0.069
122 H 3.29 6.83 0.81  0.120
123 H 2.15 5.59 0.17  0.123
124 H 5.20 5.34 0.09  0.120
125 H 4.22 5.71 -1.25  0.119
126 H 6.02 3.38 -0.98  0.085
127 H 4.98 3.67 -2.32  0.083
128 H 4.83 2.15 -1.43  0.089
129 C -1.45 6.80 -4.88  -0.001
130 C -0.36 6.59 -5.93  -0.555
131 O -0.05 5.43 -6.15  0.023
132 N 0.32 7.60 -6.52  -0.002
133 C 1.38 7.34 -7.48  -0.083
134 H -2.23 6.10 -5.16  0.084
135 H -1.85 7.80 -5.06  0.067
136 H -1.07 6.62 -3.87  0.086
137 H -0.04 8.54 -6.48  0.130
138 H 1.13 6.65 -8.29  0.087
139 H 2.24 7.00 -6.89  0.086
140 H 1.75 8.23 -7.98  0.079
141 C 6.11 -1.45 9.23  -0.018
142 C 5.68 -1.19 7.79  -0.541
143 O 6.42 -1.46 6.83  0.013
144 N 4.54 -0.49 7.67  0.004
145 C 4.10 0.11 6.40  -0.054
146 H 6.93 -2.16 9.34  0.077
147 H 5.31 -1.82 9.87  0.070
148 H 6.49 -0.58 9.76  0.077
149 H 3.99 -0.18 8.47  0.133
150 H 4.84 0.08 5.60  0.080
151 H 3.93 1.18 6.57  0.079
152 H 3.21 -0.45 6.10  0.080

largest force on an atom: 2.6 eV/A
E_LUMO: 0.2 eV
calculated total energy: -80752.46900 eV
ΔE to the lowest compared entry with this formula, charge and spin: 88.2 kcal/mol
SMILES: CNC(C)=O.CNC(C)=O.COCCOC.COCCOC.COCCOC.COCCOC.COCCOC.COCCOC.COCCOC.COCCOC

Q: Which of these has the lowest ΔE to the lowest compared entry with this formula, charge and spin?
A: FH5S2Si2

Q: Which value of E_LUMO does entry 2 give?
A: -0.4 eV

Q: ΔE to the lowest compared entry with this formula, charge and spin of number 1 (C7H12)?
A: 74.3 kcal/mol

Q: What is the ΔE to the lowest compared entry with this formula, charge and spin in the fourth record?
A: 88.2 kcal/mol